1.
Formula: C2H3AgFLi2O
Source: OMol25
Level of theory: wB97M-V/def2-TZVPD

```
10
Properties=species:S:1:pos:R:3:forces:R:3:mulliken_charge:R:1
O 0.045 -0.289 -0.189 1.393 -0.717 -0.082 -0.80
C -0.979 0.527 0.009 -1.236 0.109 0.025 0.39
C -2.238 0.135 0.312 0.295 0.330 -0.128 -0.92
Ag -0.854 -1.742 -1.516 -0.133 0.209 0.243 0.60
Li 2.406 -1.032 0.898 -0.212 0.487 -0.145 0.89
F 3.858 -0.167 0.457 -0.577 0.062 -0.419 -0.85
H -0.776 1.598 -0.148 0.013 -0.263 0.177 0.31
H -2.466 -0.906 0.570 0.087 0.251 -0.119 0.24
H -3.042 0.867 0.373 0.253 -0.248 0.062 0.22
Li 4.047 1.006 -0.767 0.116 -0.220 0.386 0.91
```
Forces are in eV/Å.

Output
Net charge ... +1
Highest occupied orbital energy ... -11.10 eV
F_max ... 1.6 eV/A
Multiplicity ... 1

***

2.
Formula: C5H11NO
Source: OMol25
Level of theory: wB97M-V/def2-TZVPD

```
18
Properties=species:S:1:pos:R:3:forces:R:3:mulliken_charge:R:1
C 0.486 0.167 -0.228 -1.567 2.420 -0.596 1.32
C -0.427 -0.634 0.663 -2.355 1.247 0.601 -0.15
C -1.231 0.717 0.985 0.892 -1.855 1.152 -0.66
C 0.585 -0.152 -1.679 -0.408 -0.153 -0.341 -1.48
C 1.708 0.739 0.426 -0.194 0.200 0.157 -1.44
N -1.260 -1.597 -0.054 0.315 -0.367 -0.060 -0.70
O -0.890 1.408 -0.167 2.697 -1.441 -0.814 -0.56
H 0.050 -1.062 1.547 0.062 -0.326 -0.266 0.38
H -1.901 -2.070 0.576 0.225 0.115 0.018 0.25
H -1.841 -1.131 -0.750 0.237 0.055 0.209 0.25
H -2.312 0.556 1.141 0.237 0.191 -0.058 0.39
H -0.772 1.150 1.892 -0.376 0.183 0.009 0.28
H 2.134 1.549 -0.170 -0.094 -0.085 0.060 0.39
H 1.486 1.105 1.433 0.029 -0.021 -0.143 0.30
H -0.399 0.059 -2.122 0.346 -0.195 0.008 0.36
H 0.794 -1.218 -1.820 0.078 0.135 0.004 0.31
H 1.324 0.460 -2.199 0.018 -0.083 0.160 0.40
H 2.468 -0.046 0.526 -0.143 -0.021 -0.099 0.35
```
Forces are in eV/Å.

Output
Net charge ... 0
Highest occupied orbital energy ... -8.55 eV
F_max ... 3.2 eV/A
Multiplicity ... 1

***

3.
Formula: C27H52BBrFNO9
Source: OMol25
Level of theory: wB97M-V/def2-TZVPD

```
92
Properties=species:S:1:pos:R:3:forces:R:3:mulliken_charge:R:1
C 2.207 0.643 -1.223 0.004 -0.115 -0.203 -1.48
C 0.900 1.353 -1.563 0.273 0.494 0.322 -0.76
C -0.268 1.154 -0.586 0.679 -0.443 -0.335 -1.23
Br 0.464 1.179 1.232 -0.317 -0.060 -0.134 -0.01
C -1.191 -0.088 -0.869 -0.530 0.141 0.751 1.67
B -0.563 -1.292 -1.733 0.068 -0.151 0.274 0.38
O -0.477 -1.029 -3.096 -0.138 0.434 0.374 -0.62
N -0.174 -2.582 -1.163 0.274 0.185 -1.009 -0.36
C 1.281 -2.809 -1.454 -0.630 -0.129 0.396 -0.96
C -0.912 -3.666 -1.867 0.291 -0.008 0.786 -0.89
O -1.671 -0.540 0.421 -0.282 -0.253 0.354 -0.55
C -2.767 0.158 0.785 -0.869 0.092 2.007 0.44
O -3.251 0.185 1.913 1.145 -0.102 -2.953 -0.64
O -3.262 0.818 -0.299 0.293 -0.007 1.131 -0.46
C -2.531 0.405 -1.465 -0.502 0.737 -1.222 1.68
C -2.451 1.617 -2.415 0.351 -0.577 -0.129 -1.94
C -3.433 -0.617 -2.161 -0.180 -0.495 0.242 -1.71
C -3.908 -1.777 -1.286 0.086 0.420 0.161 -0.94
C -4.640 -2.830 -2.061 -0.407 -0.010 0.159 -0.84
F -3.884 -3.325 -3.115 0.186 -0.092 -0.028 -0.20
H 2.792 1.246 -0.542 0.062 0.081 0.261 0.25
H 2.812 0.501 -2.114 0.050 -0.072 -0.203 0.39
H 2.056 -0.321 -0.753 -0.020 -0.164 0.103 0.47
H 1.130 2.414 -1.541 -0.059 0.239 -0.100 0.58
H 0.592 1.148 -2.582 -0.263 -0.147 -0.124 0.54
H -0.853 2.058 -0.622 -0.340 0.043 0.238 0.83
H 0.408 -0.850 -3.410 0.261 -0.271 -0.385 0.39
H 1.751 -1.949 -1.917 0.239 0.168 0.040 0.34
H 1.411 -3.642 -2.135 -0.010 -0.184 -0.116 0.31
H 1.775 -3.054 -0.522 0.312 0.083 0.106 0.26
H -0.565 -4.598 -1.442 -0.008 -0.223 0.025 0.30
H -0.692 -3.687 -2.931 -0.166 0.049 -0.279 0.34
H -1.973 -3.602 -1.682 -0.202 0.112 -0.138 0.11
H -3.179 2.361 -2.126 -0.148 0.182 0.130 0.43
H -1.465 2.059 -2.469 0.023 0.225 0.045 0.42
H -2.681 1.277 -3.417 -0.081 0.033 -0.238 0.45
H -3.003 -0.982 -3.088 0.376 -0.024 -0.058 0.36
H -4.320 -0.061 -2.455 -0.155 0.168 -0.111 0.87
H -3.103 -2.185 -0.682 0.164 -0.271 -0.066 0.75
H -4.626 -1.382 -0.569 -0.117 0.011 0.206 0.25
H -4.921 -3.666 -1.427 0.086 -0.216 0.122 0.35
H -5.561 -2.429 -2.480 -0.065 0.136 -0.207 0.43
C 5.213 3.352 2.593 -0.067 0.105 -0.152 -1.18
C 3.819 2.775 2.555 0.109 -0.107 -0.043 0.91
O 3.084 2.953 1.613 0.151 0.088 -0.022 -0.47
C 3.386 1.966 3.755 -0.195 0.008 -0.136 -1.07
H 5.398 3.909 1.677 -0.006 -0.005 -0.011 0.31
H 5.314 4.025 3.447 0.053 -0.092 0.069 0.21
H 5.949 2.551 2.678 0.017 0.024 0.138 0.41
H 3.424 2.582 4.655 0.139 -0.058 0.042 0.29
H 4.047 1.107 3.883 0.071 0.058 0.102 0.40
H 2.369 1.611 3.610 -0.008 0.000 -0.008 0.19
C 2.998 8.066 3.630 0.171 0.023 0.172 -1.29
C 3.176 6.623 4.030 -0.035 0.003 -0.029 0.87
O 3.986 6.295 4.868 0.076 -0.047 -0.085 -0.55
C 2.303 5.606 3.342 0.097 0.075 0.170 -0.76
H 3.685 8.689 4.198 0.006 -0.006 0.006 0.32
H 3.203 8.185 2.565 -0.131 0.002 -0.035 0.37
H 1.974 8.385 3.831 -0.039 -0.011 -0.129 0.34
H 2.487 5.618 2.268 -0.136 0.010 -0.034 0.34
H 1.251 5.821 3.533 -0.019 0.063 -0.143 0.47
H 2.534 4.621 3.730 -0.051 -0.060 0.040 -0.11
C -5.841 -4.201 -8.117 0.033 0.180 -0.117 -1.11
C -4.910 -3.405 -7.232 -0.038 -0.082 0.014 0.79
O -4.498 -2.320 -7.567 0.020 0.064 -0.021 -0.55
C -4.520 -4.027 -5.913 0.066 0.149 -0.260 -0.81
H -6.041 -3.643 -9.029 0.007 0.011 0.002 0.31
H -5.385 -5.157 -8.376 -0.072 -0.068 0.086 0.31
H -6.783 -4.386 -7.598 0.031 -0.125 0.030 0.31
H -4.012 -4.978 -6.088 -0.122 -0.076 0.045 0.35
H -5.408 -4.203 -5.304 0.007 -0.127 -0.003 0.29
H -3.853 -3.360 -5.384 0.057 0.060 0.043 0.11
C 0.874 -8.505 -0.940 0.091 0.184 0.065 -1.18
C 0.415 -7.540 -2.005 -0.006 -0.065 0.003 0.86
O 0.758 -6.381 -1.999 0.111 -0.032 -0.032 -0.50
C -0.494 -8.086 -3.078 0.015 0.206 -0.065 -1.11
H 1.517 -7.987 -0.233 0.001 0.013 -0.002 0.30
H 0.013 -8.912 -0.408 0.004 -0.113 -0.064 0.34
H 1.430 -9.326 -1.395 -0.101 -0.084 0.007 0.35
H -1.409 -8.476 -2.630 0.039 -0.125 -0.009 0.32
H 0.007 -8.891 -3.619 -0.066 -0.095 0.063 0.36
H -0.749 -7.293 -3.777 0.005 0.012 0.005 0.27
C 2.855 4.743 9.241 0.051 0.013 0.207 -1.06
C 3.414 6.146 9.241 -0.039 0.020 -0.041 0.75
O 3.817 6.663 10.255 0.026 0.014 0.057 -0.56
C 3.444 6.862 7.913 0.098 0.161 0.295 -0.83
H 2.889 4.338 10.249 0.004 0.008 0.008 0.31
H 1.820 4.752 8.894 0.031 -0.045 -0.120 0.31
H 3.444 4.106 8.579 -0.088 0.008 -0.100 0.28
H 2.431 6.954 7.516 0.024 -0.117 -0.107 0.30
H 4.055 6.311 7.202 -0.115 -0.053 -0.110 0.19
H 3.865 7.855 8.049 -0.005 0.009 0.011 0.31
```
Forces are in eV/Å.

Output
Net charge ... 0
Highest occupied orbital energy ... -8.84 eV
F_max ... 3.2 eV/A
Multiplicity ... 1

***

4.
Formula: C3H9N2S
Source: OMol25
Level of theory: wB97M-V/def2-TZVPD

```
15
Properties=species:S:1:pos:R:3:forces:R:3:mulliken_charge:R:1
N -0.339 1.403 1.341 4.050 -0.389 0.417 -0.75
C 0.262 0.546 0.224 -1.104 -0.297 -1.849 0.21
C 0.800 -0.771 0.742 -1.651 -1.660 0.190 -0.94
S 2.051 -0.624 2.047 0.097 0.132 -0.161 -0.59
C -0.813 0.421 -1.010 -1.233 0.595 0.436 -0.66
N -0.806 -0.768 -1.939 1.713 -0.271 1.062 -0.68
H 0.641 1.532 1.900 -2.705 -0.056 -1.237 0.37
H -0.764 0.745 2.022 0.101 0.115 -0.814 0.35
H 1.141 0.933 -0.345 -0.437 0.945 1.125 0.13
H 1.113 -1.433 -0.107 0.143 0.653 0.491 0.22
H -0.110 -1.326 1.155 0.782 0.388 -0.236 0.21
H -0.726 1.478 -1.656 -0.624 -2.921 1.649 0.24
H -1.855 0.187 -0.628 0.964 1.627 0.284 0.33
H 0.088 -0.682 -2.411 0.168 -0.495 -0.419 0.25
H -0.684 -1.643 -1.336 -0.262 1.635 -0.940 0.30
```
Forces are in eV/Å.

Output
Net charge ... -1
Highest occupied orbital energy ... -2.70 eV
F_max ... 4.1 eV/A
Multiplicity ... 1